1.
Here is 7 unconnected molecules or ions with the total composition C5H25N2O7 from the OMol25 dataset. Energies are from ωB97M-V/def2-TZVPD.

Values from the calculation:
HOMO level (alpha / beta) = -16.97 / -16.97 eV
multiplicity = 2
F_max = 5.079 eV Å⁻¹
LUMO level (alpha / beta) = -7.389 / -11.770 eV
<S²> = 0.755
ΔE to the lowest compared entry with this formula, charge and spin = 288.0 kJ/mol
charge = +2

Geometry (Å):
H 2.426190 -0.431256 3.228715
C 1.782504 -1.025074 -1.125284
H 1.072043 -1.787234 -1.584327
H -0.757798 -1.486828 -0.512160
N 1.108643 -0.370934 0.071618
O -0.522242 -3.680212 -0.317784
H 1.737736 3.026417 -2.416625
H 0.302924 -3.922103 -0.748464
H 0.395120 1.153275 2.644698
O 1.404420 0.571029 -2.928924
H -3.482464 0.669366 0.425890
C -1.245744 0.363016 0.344711
H -0.632136 -2.032179 3.320479
C -2.704901 -0.073220 0.756760
H 1.435632 2.386785 -3.754906
O -1.436278 -2.098416 2.922050
H 1.690432 -0.548965 0.894730
N -1.194661 0.803358 -1.128263
H -2.817383 -1.159000 0.495361
H -0.572885 -4.089394 0.576785
O 1.345100 -0.409933 3.207793
H -0.811074 1.173433 0.875592
O -0.889123 3.103982 -2.306191
H -2.892797 -0.147603 1.854860
H 3.121675 0.363602 -1.963850
C 2.099326 0.074555 -2.062281
O 1.447673 3.274717 -3.306342
H 2.685245 -1.520373 -0.833209
C -0.209042 -0.889814 0.254453
H -1.877188 0.364007 -1.683222
O 0.752495 1.710987 1.968084
H -0.687806 4.064903 -2.199489
H -0.387321 -1.519141 1.102474
H -0.225196 2.868633 -3.010784
H -1.343420 1.778566 -1.142901
H 0.946295 -0.642494 4.040781
H 1.379868 2.207324 2.409759
H -2.031454 -2.692706 3.325093
H -0.412406 0.568925 -1.695682

Atoms 1-3, force components in eV/Å:
-4.24 -0.04 0.83
-2.69 -0.44 0.14
0.79 1.14 0.59


2.
Here is 2 unconnected molecules or ions with the total composition CH2FNO from the OMol25 dataset. Energies are from ωB97M-V/def2-TZVPD.

Values from the calculation:
HOMO level (alpha / beta) = -9.44 / -9.51 eV
F_max = 6.198 eV Å⁻¹
LUMO level (alpha / beta) = -1.365 / -0.842 eV
ΔE to the lowest compared entry with this formula, charge and spin = 732.8 kJ/mol

Geometry (Å):
H 0.447371 1.048030 1.181715
H 1.126577 -0.233145 0.291196
C -0.594535 0.127700 -0.352368
N 0.345862 0.310724 0.425120
F -1.818764 0.487660 0.001268
O 0.493489 -1.740969 -1.546931

Atoms 1-3, force components in eV/Å:
-0.75 -1.29 -0.73
2.28 -1.22 -0.97
-3.12 -3.24 -3.80


3.
Here is C4H5NO3 in the gas phase from the OMol25 dataset. Energies are from ωB97M-V/def2-TZVPD.

Values from the calculation:
HOMO level = -8.77 eV
SMILES string = N/C(=C\C=O)OC=O
F_max = 5.048 eV Å⁻¹
LUMO level = 0.369 eV
ΔE to the lowest compared entry with this formula, charge and spin = 169.3 kJ/mol

Geometry (Å):
O 2.770727 -0.319075 0.149420
H -0.242909 -1.499275 -0.357708
O -2.359758 -1.257858 -0.134135
N 0.717112 1.591407 -0.117796
H 1.971167 -2.238862 0.144677
H 1.745980 1.294014 -0.247453
H 0.323826 2.487953 -0.220387
O -1.347673 0.816939 0.111904
C 1.815738 -1.111061 0.088357
H -3.340436 0.485522 0.674995
C -0.039525 0.512918 -0.061894
C -2.422895 -0.058589 0.151485
C 0.408640 -0.704030 -0.181465

Atoms 1-3, force components in eV/Å:
-1.08 -0.94 0.21
-0.90 -0.91 0.20
-0.75 3.87 0.64


What is the ΔE to the lowest compared entry with this formula, charge and spin in the second record? 732.8 kJ/mol


Which of these has the lowest ΔE to the lowest compared entry with this formula, charge and spin? C4H5NO3


Which formula does entry 1 have? C5H25N2O7